1.
Below is a structure of composition C54H49GeN5O5PS3Ti, with properties calculated with ωB97M-V with the def2-TZVPD basis set.

Geometry (Å):
1 Ge -3.702 -4.012 -3.615
2 Ti -0.319 -0.526 -0.231
3 S 2.357 0.830 -2.412
4 S -1.564 1.932 -1.852
5 S 2.013 -1.900 -0.620
6 P 1.131 1.282 0.946
7 O 0.197 -2.900 2.795
8 O -0.158 -1.097 1.507
9 O -3.399 1.501 0.896
10 O -0.508 -0.931 -2.214
11 O -1.263 -2.338 -0.741
12 N 2.958 -3.690 1.164
13 N -2.824 -1.355 1.607
14 N 3.497 -1.160 -3.832
15 N 1.267 -0.608 -4.310
16 N 0.969 -4.199 0.213
17 C 3.363 0.044 2.191
18 C 0.585 3.245 2.851
19 C 4.229 3.615 -0.566
20 C -0.542 -2.085 2.294
21 C -1.965 -4.307 -2.764
22 C 1.491 3.785 -0.198
23 C 4.058 -0.522 3.254
24 C -1.553 4.080 3.549
25 C -5.056 0.408 -2.587
26 C 4.949 -2.323 0.548
27 C 2.225 -2.381 -5.475
28 C 1.442 0.318 3.588
29 C -1.412 2.403 1.812
30 C 1.159 -1.584 -5.219
31 C -5.375 -1.973 -2.415
32 C -3.326 -3.622 -7.833
33 C 2.127 -0.264 4.645
34 C -2.455 -5.781 -7.224
35 C -4.656 -6.146 -1.861
36 C 4.260 -3.175 1.406
37 C -3.982 0.202 -3.443
38 C 3.554 4.760 -0.959
39 C 1.978 -3.314 0.319
40 C -2.209 1.664 0.762
41 C -4.289 -2.198 -3.266
42 C -3.385 -4.333 -5.515
43 C 3.451 -0.658 4.490
44 C -2.054 -2.148 2.545
45 C -2.716 -4.816 -8.193
46 C -0.017 2.385 1.922
47 C 6.238 -1.919 0.880
48 C -5.758 -0.678 -2.081
49 C -0.957 -2.087 -1.949
50 C 3.392 -2.105 -4.735
51 C 6.172 -3.227 2.883
52 C -2.163 3.252 2.631
53 C 3.542 2.559 0.020
54 C 2.168 2.639 0.244
55 C 2.179 4.836 -0.786
56 C -3.605 -1.091 -3.784
57 C -5.573 -7.080 -1.388
58 C 2.065 0.524 2.352
59 C 4.885 -3.629 2.569
60 C -3.659 -3.383 -6.501
61 C 6.858 -2.363 2.039
62 C -1.465 1.173 -0.410
63 C 2.403 -0.372 -3.562
64 C -2.789 -5.540 -5.897
65 C -7.161 -6.351 -3.043
66 C -0.164 4.079 3.656
67 C -6.243 -5.421 -3.513
68 C -1.022 -3.124 -3.034
69 C -4.978 -5.305 -2.928
70 C -6.826 -7.182 -1.979
71 H -2.589 -6.305 -5.151
72 H -3.240 3.244 2.512
73 H -2.150 4.737 4.171
74 H -3.679 -6.075 -1.390
75 H -5.309 -7.727 -0.561
76 H 0.464 -0.056 -4.031
77 H -1.989 -6.719 -7.504
78 H 0.010 -3.463 -3.166
79 H 0.408 0.605 3.732
80 H -3.430 1.048 -3.835
81 H 3.997 -1.086 5.324
82 H -2.106 -4.438 -1.692
83 H 5.076 -0.866 3.101
84 H -2.448 -4.998 -9.227
85 H 1.665 3.251 2.936
86 H -5.342 1.416 -2.312
87 H -6.599 -0.519 -1.416
88 H 1.620 -0.406 5.594
89 H -2.203 -1.817 3.572
90 H -4.139 -2.447 -6.229
91 H 5.297 3.526 -0.734
92 H -7.541 -7.910 -1.613
93 H 7.865 -2.043 2.283
94 H 6.760 -1.243 0.211
95 H -8.138 -6.430 -3.506
96 H 0.835 -4.851 0.971
97 H 0.114 -3.832 -0.183
98 H -5.921 -2.817 -2.005
99 H 0.208 -1.683 -5.727
100 H 4.094 5.582 -1.414
101 H 4.091 1.667 0.269
102 H 6.637 -3.587 3.795
103 H 4.346 -4.298 3.235
104 H -2.772 -1.234 -4.466
105 H 4.493 -1.975 -0.367
106 H 0.416 3.853 -0.096
107 H 4.287 -2.702 -4.901
108 H -1.290 -2.583 -3.943
109 H 3.837 0.072 1.222
110 H 0.332 4.730 4.368
111 H -6.512 -4.778 -4.347
112 H -3.543 -2.874 -8.587
113 H 2.173 -3.184 -6.195
114 H 2.683 -4.395 1.825
115 H -2.317 -3.201 2.503
116 H -3.422 -1.910 1.016
117 H -3.378 -0.631 2.032
118 H 1.633 5.714 -1.114
119 H -1.533 -5.233 -3.147

Properties
Molecular weight = 1095.7 g/mol
Total charge = 0
Expectation value of S² = 0.769
Highest occupied orbital energy (spin up / spin down) = -6.953 / -7.036 eV
2S+1 = 2

2.
Below is a cluster of 2 separate species, C4H8N2S in total, with properties calculated with ωB97M-V with the def2-TZVPD basis set.

Geometry (Å):
1 S -0.005 4.703 2.245
2 N -0.003 1.959 2.657
3 N 0.001 -0.669 -0.624
4 C 0.000 0.701 -0.648
5 C -1.263 -1.404 -0.603
6 C -0.004 3.135 2.476
7 C 1.265 -1.403 -0.603
8 H -1.830 -1.133 0.285
9 H 1.106 -2.480 -0.601
10 H -1.102 -2.482 -0.602
11 H 1.854 -1.138 -1.480
12 H -1.852 -1.140 -1.480
13 H 0.922 1.241 -0.654
14 H -0.923 1.239 -0.654
15 H 1.832 -1.130 0.285

Properties
Molecular weight = 116.2 g/mol
Total charge = 0
Highest occupied orbital energy = -6.426 eV

3.
Below is a cluster of 2 separate species, C9H14 in total, with properties calculated with ωB97M-V with the def2-TZVPD basis set.

Geometry (Å):
1 C 0.716 0.211 -0.524
2 C 0.914 3.908 0.302
3 C 0.772 2.394 0.512
4 C -2.203 -3.064 -1.568
5 C 0.663 1.628 -0.629
6 C 1.009 1.858 1.800
7 C -1.233 -3.379 -0.398
8 C 1.180 0.502 1.844
9 C 1.045 -0.317 0.699
10 H 1.314 -1.358 0.787
11 H 0.519 -0.376 -1.410
12 H -2.164 -1.996 -1.807
13 H 1.295 -0.085 2.743
14 H -1.773 -3.665 0.507
15 H -3.214 -3.265 -1.225
16 H 1.865 4.170 0.764
17 H 0.119 4.561 0.660
18 H -0.515 -2.606 -0.154
19 H 1.025 2.558 2.621
20 H 0.492 2.111 -1.579
21 H -0.773 -4.330 -0.679
22 H 0.906 4.107 -0.767
23 H -1.961 -3.567 -2.499

Properties
Molecular weight = 122.2 g/mol
Total charge = 0
Highest occupied orbital energy = -9.004 eV

4.
Below is an isolated molecule of C5H6O2, with properties calculated with ωB97M-V with the def2-TZVPD basis set.

Geometry (Å):
1 O 0.730 2.121 0.590
2 O 2.205 0.134 -0.340
3 C -1.246 -1.026 -0.402
4 C 1.173 -0.443 -0.614
5 C 0.046 0.963 0.999
6 C -2.005 -1.947 -0.618
7 C -0.237 0.081 -0.292
8 H 0.653 0.457 1.774
9 H 1.244 -1.455 -1.023
10 H -0.895 1.273 1.441
11 H 1.599 1.813 0.277
12 H -0.596 0.818 -1.034
13 H -2.671 -2.788 -0.759

Properties
Molecular weight = 98.1 g/mol
Total charge = 0
Highest occupied orbital energy = -10.006 eV

5.
Below is the ion C2H4FN2O with charge +1, with properties calculated with ωB97M-V with the def2-TZVPD basis set.

Geometry (Å):
1 F 0.635 1.459 -0.056
2 O 0.958 -0.741 -0.595
3 N -0.126 -1.254 0.128
4 N -2.509 0.133 -0.236
5 C 1.483 0.431 -0.063
6 C -1.408 -0.424 -0.104
7 H 1.734 0.205 0.929
8 H 2.333 0.574 -0.710
9 H -3.073 0.998 -0.460
10 H -0.026 -1.382 1.167

Properties
Molecular weight = 91.1 g/mol
Total charge = +1
Highest occupied orbital energy = -16.862 eV

6.
Below is an isolated molecule of C4H4FNS2, with properties calculated with ωB97M-V with the def2-TZVPD basis set.

Geometry (Å):
1 S -0.670 -1.161 -0.274
2 S -1.299 1.753 -0.280
3 F 2.990 0.307 0.213
4 N -4.124 -0.431 0.494
5 C 0.951 -0.459 -0.597
6 C -1.759 0.233 -0.155
7 C -3.102 -0.150 0.106
8 C 1.641 0.210 0.520
9 H 1.261 1.232 0.750
10 H 0.999 0.188 -1.462
11 H 1.478 -1.390 -0.780
12 H 1.634 -0.331 1.465

Properties
Molecular weight = 149.2 g/mol
Total charge = 0
Highest occupied orbital energy = -9.750 eV

We obtain relative energy (zero: lowest compared OMol25 entry of this formula, charge and spin) values of 127.3, 362.7, 70.1, 266.7, 112.7, 89.1 kJ/mol for the records listed above, in that order.